Computed, not measured: a 3-piece molecular cluster, C16H32BNO5S3 overall at a distorted geometry, with ωB97M-V/def2-TZVPD.

Highest occupied orbital energy = -9.232 eV
SMILES = CC(C)CB(C[C@@H](C)O)N=C=S.O=S1(=O)CCCC1.O=S1(=O)CCCC1
LUMO = 0.6 eV
DFT total energy = -2279.20670 Ha

```
! RIJCOSX wB97M-V def2-TZVPD def2/J DEFGRID3
* xyz 0 1
C 2.834 2.211 1.898
C 3.023 1.886 0.384
C 2.554 3.050 -0.543
C 2.473 0.490 -0.033
B 0.907 0.279 0.139
C -0.204 1.230 -0.520
C -0.972 2.067 0.525
C -2.349 1.448 0.905
O -0.247 2.237 1.762
N 0.339 -0.885 0.911
C 0.924 -1.115 1.907
S 1.670 -1.596 3.210
H 2.100 1.565 2.396
H 3.779 2.077 2.449
H 2.539 3.268 2.001
H 4.116 1.838 0.232
H 3.303 3.846 -0.620
H 1.624 3.482 -0.132
H 2.274 2.626 -1.518
H 3.084 -0.256 0.510
H 2.691 0.312 -1.107
H -0.915 0.532 -1.005
H 0.238 1.817 -1.337
H -1.186 3.063 0.102
H -2.902 2.205 1.478
H -2.127 0.559 1.514
H -2.855 1.206 -0.036
H -0.072 3.184 1.842
C 4.416 -3.705 -1.463
C 5.647 -3.546 -0.563
C 6.612 -2.587 -1.270
S 5.595 -1.514 -2.288
O 5.899 -1.770 -3.673
O 5.607 -0.182 -1.736
C 4.035 -2.294 -1.898
H 3.595 -4.198 -0.942
H 4.672 -4.309 -2.337
H 5.343 -3.121 0.397
H 6.125 -4.504 -0.360
H 7.173 -1.981 -0.562
H 7.298 -3.120 -1.927
H 3.383 -2.274 -2.768
H 3.584 -1.739 -1.077
C -8.060 -0.874 0.078
C -7.792 -0.164 1.411
C -6.291 0.141 1.475
S -5.741 0.311 -0.225
O -4.825 -0.761 -0.521
O -5.412 1.690 -0.484
C -7.318 -0.064 -0.980
H -9.125 -0.936 -0.141
H -7.663 -1.892 0.116
H -8.360 0.769 1.446
H -8.106 -0.770 2.261
H -6.088 1.066 2.010
H -5.734 -0.679 1.926
H -7.161 -0.608 -1.909
H -7.823 0.881 -1.179
*
```